C29H22N5O2PPt | ωB97M-V with the def2-TZVPD basis set

Structure (XYZ):
```
60
Properties=species:S:1:pos:R:3:forces:R:3:lowdin_charge:R:1
Pt 0.786062 -0.364740 0.321004 -0.673 0.145 0.134 0.78
O 5.966728 5.290736 0.493090 -0.192 -0.067 0.084 0.18
N 4.764282 5.226023 0.393299 0.359 0.071 -0.222 -0.30
O 3.995839 6.136999 0.239787 -0.048 0.097 0.052 0.15
C 4.200186 3.836280 0.429683 0.646 -0.305 0.127 0.07
C 5.180749 2.813987 0.542149 -0.227 0.439 -0.063 0.20
C 4.815921 1.472072 0.640178 0.021 -0.122 0.042 -0.09
C 5.764636 0.439824 0.835165 -0.040 0.030 -0.024 0.11
C 5.298903 -0.846722 0.999236 -0.015 0.053 -0.002 0.04
C 3.928538 -1.065685 0.937136 -0.133 0.127 0.019 -0.03
N 3.011859 -0.102509 0.701703 0.278 -0.577 0.030 0.02
C 3.448584 1.137270 0.576873 -0.130 0.335 -0.036 -0.13
C 2.443340 2.192166 0.407910 0.255 -0.112 0.027 -0.11
N 1.179201 1.794690 0.332462 -0.284 -0.057 -0.012 -0.02
C 0.222918 2.738809 0.252607 -0.003 -0.105 -0.029 -0.04
C 0.482603 4.099164 0.232790 0.054 -0.002 0.006 0.04
C 1.787539 4.535764 0.281833 -0.053 -0.086 0.014 0.12
C 2.825951 3.563649 0.371285 -0.278 0.079 -0.030 -0.02
H 6.223899 3.108548 0.563998 -0.002 0.081 0.020 0.16
H 6.824087 0.667207 0.870155 -0.006 0.010 0.014 0.16
H 5.972167 -1.672168 1.184173 0.000 -0.008 0.000 0.15
H 3.537261 -2.060300 1.104743 -0.014 -0.012 -0.016 0.12
H -0.793496 2.370539 0.203949 0.010 -0.012 0.001 0.10
H -0.331255 4.808611 0.173272 -0.006 -0.023 -0.001 0.14
H 2.021973 5.589243 0.258400 -0.014 -0.066 -0.007 0.14
N -1.674477 -2.262775 0.969567 -0.196 0.050 0.169 0.00
P -1.727405 -0.639355 0.271315 0.519 0.379 -0.416 0.99
C -2.195740 -0.984966 -1.429380 -0.118 -0.066 -0.050 -0.40
C -1.475511 -0.382372 -2.464135 -0.053 -0.106 0.030 -0.10
C -1.885769 -0.570319 -3.774894 -0.029 -0.022 -0.061 -0.02
C -3.007336 -1.349417 -4.053517 0.049 0.034 0.043 0.00
C -3.724980 -1.953181 -3.025397 0.005 0.012 0.046 -0.02
C -3.331782 -1.766505 -1.710160 0.051 0.052 -0.103 -0.07
C -3.403072 -0.099416 0.808302 -0.169 -0.007 0.249 -0.26
C -4.159379 -0.665642 1.830129 0.201 0.120 -0.067 -0.05
C -5.400555 -0.134702 2.123641 -0.207 0.285 -0.171 0.08
C -5.944571 0.950443 1.336750 0.151 -0.168 0.065 0.10
C -5.178928 1.546423 0.336145 -0.181 -0.059 0.109 0.00
C -3.940434 1.029708 0.057924 0.139 -0.267 0.078 0.00
C -0.631569 -3.053522 0.780158 0.081 -0.079 -0.041 -0.31
C -0.715632 -4.446566 1.102704 0.076 0.115 -0.052 0.10
C 0.306160 -5.276164 0.718416 0.068 -0.013 -0.046 0.03
C 1.377193 -4.715859 0.025796 0.042 0.092 -0.035 0.08
C 1.422496 -3.312955 -0.200316 -0.060 -0.185 -0.068 -0.06
N 0.477361 -2.481477 0.191072 0.103 -0.198 0.229 -0.05
H -2.477372 -2.695959 1.414951 -0.076 0.035 -0.088 0.13
H -0.595258 0.210756 -2.247469 0.024 0.020 0.014 0.08
H -1.328580 -0.121203 -4.586251 -0.011 0.013 0.002 0.13
H -3.321608 -1.486114 -5.079538 0.001 -0.017 -0.016 0.14
H -4.591034 -2.561009 -3.250589 -0.005 0.004 -0.008 0.13
H -3.904977 -2.231754 -0.914541 0.016 0.005 -0.012 0.11
H -3.783693 -1.463108 2.457883 0.006 0.013 0.009 0.12
H -5.971014 -0.513213 2.963654 -0.053 -0.006 -0.031 0.15
H -6.959220 1.282256 1.524048 0.018 0.021 0.077 0.15
H -5.574826 2.374948 -0.235890 -0.010 -0.018 -0.007 0.14
H -3.362447 1.440629 -0.762711 0.035 -0.011 0.031 0.13
H -1.599295 -4.834018 1.597367 0.012 0.069 0.015 0.15
H 0.268268 -6.337959 0.924781 0.016 -0.010 -0.002 0.15
H 2.195422 -5.333562 -0.324442 -0.008 0.046 -0.032 0.15
H 2.261111 -2.871527 -0.722252 0.057 -0.047 0.011 0.13
```
Forces are in eV/Å.

## Properties
2S+1	5
net charge	+4
orbital gap (spin up / spin down)	5.800 / 4.632	eV
relative energy (zero: lowest compared OMol25 entry of this formula, charge and spin)	22.1	kcal per mole
highest occupied orbital energy (spin up / spin down)	-18.1 / -19.7	eV

C29H23F2NO2 | ωB97M-V with the def2-TZVPD basis set

Structure (XYZ):
```
57
Properties=species:S:1:pos:R:3:forces:R:3:lowdin_charge:R:1
C -2.209518 5.733656 2.667404 0.066 -1.003 -0.701 -0.07
C -1.787968 4.211173 2.142697 -1.694 -1.384 -0.614 -0.26
C -0.190196 3.816903 2.207782 -0.097 -0.144 -0.161 -0.07
N -2.776303 3.331375 1.688882 4.420 0.448 4.192 0.06
C -2.396513 1.893440 2.069421 1.581 -3.583 -0.209 -0.14
C -2.726796 1.262780 3.582458 2.108 -2.120 -2.888 0.01
C -2.269892 -0.294807 3.979759 0.764 1.707 -3.550 -0.04
C -1.479076 -1.291684 2.901024 -1.150 4.561 -1.540 0.00
C -1.160122 -0.655679 1.414955 -1.189 1.737 1.782 -0.02
C -1.609037 0.904661 1.013144 -0.490 -0.793 2.220 0.01
C -1.202281 1.483818 -0.502227 -2.668 1.835 -2.097 -0.20
O -2.049945 2.214210 -1.240292 5.493 -4.232 4.640 -0.05
C 0.327943 1.039045 -1.010286 1.986 -0.829 -0.354 -0.04
C 1.309041 2.094206 -1.797399 0.947 -4.310 1.193 -0.01
C 2.819649 1.561936 -2.206623 -3.317 -2.124 2.289 -0.05
C 3.254512 0.027882 -1.803907 -2.564 0.937 0.567 -0.05
C 2.285950 -1.062079 -1.028343 -2.139 4.429 -0.752 0.02
C 0.767542 -0.525806 -0.617513 2.229 2.057 -1.439 -0.01
C -0.339402 -1.470372 0.207146 -0.730 -3.719 -1.169 -0.20
O -0.556321 -2.747026 -0.119103 1.549 7.780 2.284 -0.03
H -1.880464 6.537493 1.864200 -0.658 -1.607 1.801 0.09
H -1.617187 5.892725 3.685414 -1.275 -0.285 -2.267 0.09
H -3.384216 5.772529 2.852602 2.718 -0.099 -0.493 0.09
H 0.047200 3.048977 3.067709 -0.623 1.498 -1.711 0.10
H 0.530548 4.744938 2.334703 -1.825 -1.738 -0.184 0.09
H 0.082758 3.306059 1.180708 -0.577 0.939 2.115 0.07
H -3.255644 1.999958 4.324953 1.134 -1.835 -1.475 0.09
H -2.499244 -0.675986 5.067275 0.512 0.840 -2.479 0.08
H -1.122543 -2.374101 3.167763 -0.869 2.416 -0.556 0.10
H 0.898148 3.184480 -2.012457 1.060 -2.634 0.435 0.11
H 3.515442 2.352628 -2.745953 -1.410 -2.184 1.268 0.09
H 4.344720 -0.321344 -2.110063 -2.610 0.814 0.765 0.09
H 2.607571 -2.157091 -0.723368 -0.597 2.637 -0.844 0.09
F -0.831368 0.422065 -6.001496 0.262 0.031 -0.142 0.06
C -2.026197 0.269240 -5.415284 -1.071 -0.137 0.552 -0.29
C -3.019068 -0.456260 -6.064523 0.065 -0.015 -0.061 -0.03
C -4.261598 -0.619984 -5.452238 0.235 0.270 0.307 -0.09
C -4.501129 -0.046476 -4.201042 0.054 -0.043 -0.118 -0.10
C -3.499786 0.684225 -3.559700 -0.088 -0.202 -0.305 -0.08
C -2.253899 0.838263 -4.167213 0.113 0.001 -0.083 -0.01
H -2.817550 -0.887399 -7.039697 0.025 0.044 0.099 0.11
H -5.041935 -1.191992 -5.948050 0.165 0.102 0.049 0.10
H -5.471872 -0.170656 -3.725849 0.188 0.027 -0.082 0.10
H -3.689889 1.133137 -2.587772 0.122 -0.076 -0.218 0.09
H -1.461355 1.395502 -3.678862 -0.092 -0.039 -0.035 0.10
F 3.693968 -2.484115 3.665676 -0.053 0.142 0.113 0.06
C 4.035973 -3.492879 2.853243 0.287 -0.784 -0.634 -0.29
C 3.186625 -3.850919 1.812057 -0.017 0.075 0.015 -0.03
C 3.544753 -4.897837 0.962768 0.350 0.026 0.292 -0.08
C 4.744396 -5.582838 1.171117 -0.032 0.040 -0.004 -0.10
C 5.587776 -5.219251 2.222043 -0.380 0.149 -0.148 -0.08
C 5.234670 -4.165144 3.064190 -0.021 0.054 0.055 -0.02
H 2.254962 -3.312889 1.670716 0.058 -0.026 0.044 0.10
H 2.891339 -5.180411 0.141094 0.065 0.065 0.173 0.11
H 5.021201 -6.402245 0.511174 -0.054 0.160 0.134 0.10
H 6.518992 -5.756531 2.384736 -0.165 0.133 -0.010 0.10
H 5.882635 -3.863498 3.880449 -0.102 -0.005 -0.059 0.12
```
Forces are in eV/Å.

## Properties
2S+1	1
structure (SMILES)	CC(C)=Nc1cccc2c1C(=O)c1ccccc1C2=O.Fc1ccccc1.Fc1ccccc1
orbital gap	7.167	eV
highest occupied orbital energy	-8.7	eV

C29H23FN3PRuS7 | ωB97M-V with the def2-TZVPD basis set

Structure (XYZ):
```
65
Properties=species:S:1:pos:R:3:forces:R:3:lowdin_charge:R:1
Ru -1.605159 0.493238 -0.191802 0.109 -0.353 -0.016 0.57
N 0.233539 3.768413 1.601827 -0.044 0.062 -0.029 0.16
C 0.749954 2.922324 2.568742 0.027 -0.031 0.055 -0.20
C 1.584978 3.160504 3.638629 0.007 0.007 0.006 -0.04
C 1.918431 2.075297 4.449646 0.007 -0.008 0.024 -0.13
C 1.415734 0.808374 4.179226 0.015 0.027 0.002 -0.11
C 0.571034 0.570443 3.098550 0.016 0.015 -0.016 -0.04
C 0.235988 1.640129 2.277114 -0.008 -0.017 0.033 -0.22
N -0.565481 1.716912 1.162081 0.003 -0.064 -0.044 -0.05
C -0.551363 3.016944 0.755090 -0.039 0.050 -0.061 -0.30
C -1.246054 3.430519 -0.371846 0.005 0.031 0.019 -0.35
C -1.398376 4.669240 -1.016719 -0.036 -0.049 -0.028 -0.38
S -2.346766 4.457258 -2.450991 0.009 0.019 0.029 0.95
C -2.508449 2.787380 -2.105742 -0.040 -0.005 0.011 -0.49
N -1.913914 2.394970 -1.029430 0.039 0.014 0.002 -0.17
H 0.435502 4.743678 1.490506 0.007 -0.022 -0.007 0.15
H 1.969538 4.151883 3.842327 0.006 0.018 0.003 0.10
H 2.573602 2.224977 5.297591 0.009 0.000 0.009 0.09
H 1.688539 -0.016859 4.823343 0.005 -0.034 0.019 0.09
H 0.191348 -0.419259 2.895110 -0.015 -0.046 0.006 0.04
H -0.965787 5.619201 -0.771516 0.043 0.083 0.037 0.04
H -3.062752 2.120406 -2.746919 -0.006 -0.055 -0.033 0.05
S -2.955412 -0.517815 -1.874800 0.106 0.024 -0.006 0.04
S -3.586833 -2.335314 -1.558290 -0.062 0.038 -0.051 0.03
S -2.166678 -3.084466 0.595604 0.073 -0.114 0.007 0.06
S -0.965533 -1.567934 0.816040 -0.106 0.147 0.029 0.07
F -5.678924 -3.382428 3.673719 0.009 0.016 -0.010 0.03
C -5.126508 -2.339006 2.998142 0.010 -0.007 0.008 -0.30
C -4.048881 -1.678111 3.556271 -0.046 -0.045 -0.023 -0.03
C -3.492905 -0.620068 2.859984 -0.020 0.049 0.025 -0.09
C -3.997188 -0.208097 1.622628 0.008 -0.016 0.034 -0.35
C -3.368649 0.922591 0.895421 0.016 -0.023 -0.108 -0.26
C -5.088487 -0.902904 1.104731 0.026 0.015 -0.039 -0.10
C -5.659506 -1.972244 1.782555 0.024 -0.016 0.067 -0.03
H -3.653671 -2.000651 4.509526 0.002 -0.012 0.026 0.11
H -2.637471 -0.099470 3.277098 0.007 0.004 -0.001 0.11
H -3.054361 1.698587 1.598225 -0.018 0.026 -0.077 0.06
H -4.067248 1.362371 0.178525 0.008 -0.005 0.051 0.05
H -5.493023 -0.608100 0.144152 -0.012 0.011 0.014 0.09
H -6.499909 -2.516907 1.375581 -0.027 -0.021 -0.009 0.11
S 0.239775 -1.312560 -4.340681 0.004 0.012 0.017 0.17
P 1.274686 -0.817563 -2.752864 -0.242 -0.327 0.060 0.05
S 0.522797 0.527515 -1.434007 0.129 0.605 -0.018 0.30
C 2.908126 -0.133522 -3.220235 -0.036 -0.050 -0.007 -0.38
C 3.369086 1.105855 -2.802558 -0.023 0.030 0.039 -0.11
C 4.616505 1.559586 -3.212521 0.035 0.019 -0.002 -0.09
C 5.410184 0.775457 -4.032969 -0.003 -0.015 -0.006 -0.10
C 4.952877 -0.469276 -4.450514 0.023 0.020 -0.001 -0.09
C 3.707502 -0.918242 -4.049508 -0.008 -0.010 -0.009 -0.10
C 1.763995 -2.283876 -1.771127 -0.027 0.007 -0.021 -0.39
C 2.428697 -2.111264 -0.558478 -0.008 0.008 -0.021 -0.12
C 2.806784 -3.211374 0.190564 0.006 -0.023 0.010 -0.09
C 2.517641 -4.493498 -0.262367 0.008 0.006 0.016 -0.10
C 1.850017 -4.668065 -1.463365 -0.005 -0.022 0.000 -0.09
C 1.474793 -3.564460 -2.218983 -0.037 0.026 -0.009 -0.11
H 2.747095 1.712682 -2.157742 0.009 0.004 -0.009 0.05
H 4.966043 2.530474 -2.885329 0.011 0.019 0.004 0.10
H 6.382466 1.130270 -4.349904 0.026 0.010 -0.007 0.09
H 5.566474 -1.086409 -5.094127 0.017 -0.012 -0.012 0.10
H 3.338967 -1.878748 -4.388832 -0.014 -0.011 -0.006 0.10
H 2.623858 -1.109967 -0.194910 0.016 0.023 0.012 0.09
H 3.314019 -3.070175 1.136300 0.009 0.004 0.017 0.10
H 2.805537 -5.353961 0.328246 0.000 -0.015 0.017 0.09
H 1.610748 -5.664874 -1.811387 -0.005 -0.015 -0.007 0.10
H 0.938426 -3.680012 -3.152634 -0.001 -0.006 -0.013 0.06
```
Forces are in eV/Å.

## Properties
2S+1	6
net charge	-1
orbital gap (spin up / spin down)	4.961 / 6.164	eV
relative energy (zero: lowest compared OMol25 entry of this formula, charge and spin)	5.7	kcal per mole
highest occupied orbital energy (spin up / spin down)	-2.6 / -5.3	eV